# 1
Molecular formula: C6H6O5RhS
Method: DFT, wB97M-V/def2-TZVPD

## Properties
Multiplicity: 5
Gap between HOMO and LUMO (spin up / spin down) (eV): 9.290 / 7.785
Energy above the lowest of the compared OMol25 structures with the same formula, charge and spin (kcal/mol): 0.00
Net charge: +3
Energy (eV): -30359.739
E_LUMO (spin up / spin down) (eV): -12.59 / -17.28

Each line ends with the Mulliken charge.
Positions of all 19 atoms, in Å:
Rh (-1.0028, -1.4153, 0.2697)  0.1735
O (1.3274, -2.4794, 2.0352)  0.0231
C (0.5001, -2.1118, 1.3375)  0.5026
C (-2.2827, -0.1269, 0.9695)  0.4324
O (-3.0499, 0.5727, 1.4817)  -0.0095
C (-0.9008, -1.6389, -1.7197)  0.3627
O (-0.9192, -1.8619, -2.8581)  -0.0042
C (-2.0965, -2.9039, 0.4834)  0.4681
O (-2.7476, -3.8268, 0.7096)  0.0104
C (1.8242, 2.1992, 0.7460)  -0.9542
S (0.2075, 1.6498, 0.1811)  0.7202
C (0.5894, 1.2712, -1.5571)  -0.8985
O (0.2652, 0.3086, 0.9588)  -0.3630
H (2.0382, 3.1914, 0.3415)  0.4785
H (2.5039, 1.4017, 0.4021)  0.4197
H (1.7461, 2.1699, 1.8414)  0.4183
H (1.2562, 0.3918, -1.5409)  0.4117
H (-0.3409, 1.0548, -2.1032)  0.3521
H (1.0821, 2.1538, -1.9786)  0.4560

Atoms 1-3, force components in eV/Å:
0.9 0.4 -1.4
-2.8 1.1 -2.4
5.0 -2.2 3.9

=====

# 2
Molecular formula: C45H39CaF3N7O6S2
Method: DFT, wB97M-V/def2-TZVPD

## Properties
Gap between HOMO and LUMO (eV): 6.524
Energy above the lowest of the compared OMol25 structures with the same formula, charge and spin (kcal/mol): 0.63
Net charge: -1
Energy (eV): -118281.971
E_LUMO (eV): 2.08

Each line ends with the Mulliken charge.
Positions of all 103 atoms, in Å:
Ca (-0.3351, -0.6109, 0.8289)  1.9103
C (1.3057, 0.1152, 5.5240)  -0.4085
O (2.0831, -1.0739, 5.4199)  -0.5274
C (2.8995, -1.0511, 4.2621)  0.1638
C (4.2508, -1.2558, 4.4665)  -0.4559
C (5.1478, -1.2841, 3.4037)  -0.8056
C (4.6711, -1.0283, 2.1450)  -0.8950
C (3.3164, -0.7904, 1.8897)  1.1730
C (3.0520, -0.5138, 0.4682)  -1.9015
N (1.9295, -0.2349, -0.0146)  1.8104
N (1.9562, -0.1942, -1.4291)  -1.2134
C (0.7476, -0.0314, -1.9158)  0.9665
O (-0.3547, 0.2158, -1.3285)  -1.1996
C (0.7409, 0.0212, -3.3796)  0.1129
C (-0.0046, 0.9734, -3.9551)  0.2142
C (-0.0653, 1.0720, -5.3575)  -0.6363
C (0.6584, 0.2265, -6.1495)  -0.7832
C (1.3583, -0.8080, -5.5228)  -0.5482
C (1.4580, -0.9006, -4.1730)  -0.4040
C (2.3488, -0.8244, 2.9290)  0.5631
O (1.0613, -0.6974, 2.7598)  -0.0254
H (0.4906, 0.0892, 4.7760)  0.0360
H (1.8548, 1.0472, 5.4473)  0.0625
H (0.9236, 0.1131, 6.5356)  0.3268
H (4.6026, -1.3865, 5.4934)  0.4064
H (6.2308, -1.4027, 3.6238)  0.2804
H (5.3451, -1.0376, 1.3269)  0.4142
H (3.9243, -0.6283, -0.2096)  0.0587
H (-0.6077, 1.6482, -3.3480)  0.1065
H (-0.7916, 1.7898, -5.7245)  0.3846
H (0.6122, 0.3383, -7.2141)  0.4223
H (1.8919, -1.5563, -6.1018)  0.3768
H (2.0068, -1.6978, -3.7151)  0.5131
C (1.9735, 4.7415, 3.6046)  -0.9397
C (2.9414, 3.5835, 3.4300)  -0.7979
C (2.3858, 2.3965, 2.5422)  -0.8248
N (2.0543, 2.7391, 1.2081)  0.8670
C (0.8359, 2.7449, 0.6532)  0.3539
S (-0.5614, 2.3399, 1.5015)  -0.6860
N (0.7480, 3.0405, -0.6643)  0.2799
C (1.6350, 3.7158, -1.5369)  0.1591
O (1.5232, 3.5690, -2.7076)  -0.5537
C (2.6539, 4.6944, -0.9311)  -0.5907
C (2.1970, 5.6486, -0.0397)  0.1265
C (3.1092, 6.5673, 0.4545)  -0.5061
C (4.4450, 6.4814, 0.1461)  -0.3913
C (4.9407, 5.4489, -0.6407)  -0.7875
C (4.0119, 4.5754, -1.2240)  0.0789
H (2.4261, 5.6785, 4.0921)  0.3432
H (1.0979, 4.4371, 4.2121)  0.2546
H (1.6011, 5.1036, 2.6416)  0.0396
H (3.2278, 3.0876, 4.3360)  0.5590
H (3.8804, 3.9120, 2.9896)  0.3284
H (1.4699, 2.0218, 2.9557)  0.3955
H (3.1492, 1.6030, 2.5401)  -0.2281
H (2.8359, 3.0147, 0.6153)  0.2607
H (-0.0696, 2.6252, -1.0876)  0.2015
H (1.1596, 5.6995, 0.1789)  0.5567
H (2.7653, 7.3655, 1.1138)  0.3977
H (5.1117, 7.1790, 0.5953)  0.4030
H (6.0061, 5.3238, -0.8941)  0.3895
H (4.3376, 3.7436, -1.8300)  0.4649
S (-6.8357, -1.8747, 2.5860)  -0.2342
C (-5.1365, -1.3578, 2.4682)  0.3043
C (-4.8049, -0.2078, 1.7644)  -0.7054
C (-3.4675, 0.1123, 1.6537)  -0.0583
N (-2.5219, -0.6287, 2.2137)  -0.2101
C (-2.8531, -1.7618, 2.8405)  -0.4421
C (-4.1423, -2.1729, 3.0417)  -0.5532
C (-7.2268, -1.9196, 0.8306)  0.1067
C (-6.2780, -2.2767, -0.1663)  -0.2243
C (-6.6754, -2.3836, -1.4732)  -0.3932
N (-7.9174, -2.1637, -1.8875)  -0.6012
C (-8.7699, -1.8033, -0.9718)  -0.3117
C (-8.4937, -1.6435, 0.3727)  -0.2953
H (-5.6645, 0.3730, 1.3764)  0.4018
H (-3.1165, 1.0266, 1.1665)  0.4164
H (-1.9932, -2.3249, 3.2042)  0.4337
H (-4.4155, -3.1073, 3.5228)  0.4379
H (-5.2836, -2.5985, 0.0651)  0.4439
H (-5.9764, -2.6914, -2.2510)  0.5196
H (-9.7789, -1.6649, -1.2998)  0.3674
H (-9.2799, -1.2768, 1.0026)  0.3977
F (0.8152, -3.6394, -1.4843)  -0.0797
C (0.7952, -4.5848, -0.5026)  0.7763
F (0.4491, -5.6993, -1.2000)  -0.3057
F (2.0080, -4.8034, 0.0082)  -0.2848
C (-0.1824, -4.0988, 0.6124)  0.0423
O (-0.6922, -4.9392, 1.3724)  -0.7104
O (-0.1227, -2.8335, 0.6554)  -0.9935
N (-2.6135, -2.1860, -0.6968)  -0.2916
C (-2.1561, -2.6063, -1.6615)  -0.2439
C (-1.8083, -3.2567, -2.9085)  0.4519
C (-1.5960, -2.5211, -4.0639)  -0.5257
C (-1.3058, -3.1733, -5.2550)  -0.4046
C (-1.2169, -4.5589, -5.2877)  -0.5884
C (-1.5046, -5.2498, -4.1505)  -0.5714
C (-1.7797, -4.6238, -2.9760)  -0.2771
H (-1.6332, -1.4603, -4.0199)  0.7428
H (-1.1048, -2.5721, -6.1373)  0.4413
H (-0.9216, -5.0538, -6.1918)  0.4363
H (-1.4603, -6.3213, -4.0933)  0.3862
H (-1.9397, -5.1948, -2.0952)  0.5472

Atoms 1-3, force components in eV/Å:
0.5 -0.3 0.7
-1.0 -0.6 0.0
0.7 0.7 -1.4

=====

# 3
Molecular formula: CH14O5S
Method: DFT, wB97M-V/def2-TZVPD

## Properties
Gap between HOMO and LUMO (eV): 10.050
Energy above the lowest of the compared OMol25 structures with the same formula, charge and spin (kcal/mol): 6.76
Energy (eV): -22337.078
E_LUMO (eV): 0.51
Structure (SMILES): CS.O.O.O.O.O

Each line ends with the Mulliken charge.
Positions of all 21 atoms, in Å:
C (-4.0181, 1.3510, -0.1173)  -0.7523
S (-3.9053, 0.1514, -1.4650)  -0.2826
H (-4.0657, 0.7641, 0.7968)  0.2689
H (-4.8869, 1.9985, -0.2167)  0.3187
H (-3.1457, 1.9840, 0.0095)  0.3032
H (-3.5575, 1.0233, -2.4195)  0.1482
H (2.7838, 1.6839, 1.4624)  0.2825
H (3.0132, 0.4957, 0.6551)  0.3999
O (3.0377, 1.4587, 0.5547)  -0.6423
H (-1.6277, -0.3371, -0.3443)  0.2953
H (-0.9575, -1.1136, 0.8125)  0.3207
O (-0.9111, -0.2967, 0.3066)  -0.6199
H (0.7474, -1.8429, -0.6131)  0.3307
H (1.9926, -2.7683, -0.4095)  0.3098
O (1.2140, -2.3932, 0.0294)  -0.6593
H (3.0731, 0.6063, -2.3228)  0.3257
H (1.7839, 0.6822, -1.4708)  0.3224
O (2.1778, 0.2596, -2.2415)  -0.6571
H (2.2168, -1.5930, 1.6440)  0.3387
H (2.5101, -1.2403, 3.1189)  0.2890
O (2.5252, -0.8734, 2.2306)  -0.6401

Atoms 1-3, force components in eV/Å:
0.0 0.2 0.4
0.2 0.2 0.0
-0.3 0.0 0.0